# 1
Density functional theory data (wB97M-V/def2-TZVPD) for a 8-piece molecular cluster, C25H57BNO11 overall at a distorted geometry.

Summary:
M ... 558.539 g/mol
Energy above the lowest of the compared OMol25 structures with the same formula, charge and spin ... 21.10 kcal per mole
Largest force on an atom ... 2.3 eV/Å
LUMO ... 1.8250 eV
HOMO level ... -4.822 eV
Frontier orbital gap ... 6.65 eV

ORCA input file:
```
! RIJCOSX wB97M-V def2-TZVPD def2/J DEFGRID3
* xyz -1 1
C 2.694 4.243 0.766
C 2.909 4.184 -0.745
O 2.513 5.089 -1.435
O 3.555 3.140 -1.340
C 2.979 1.856 -0.966
C 2.811 0.917 -2.160
C 2.764 -0.580 -1.758
B 1.640 -0.938 -0.601
C 0.266 -1.539 -1.290
C -1.005 -0.647 -1.064
C -1.821 -1.213 0.128
O -1.713 -0.652 -2.311
C -2.943 0.037 -2.274
C -2.910 1.375 -1.542
C -2.085 2.411 -2.032
C -1.963 3.659 -1.391
C -2.697 3.875 -0.206
C -3.532 2.855 0.284
C -3.651 1.602 -0.361
N 2.277 -1.925 0.481
C 1.255 -2.263 1.508
C 3.271 -1.188 1.186
C 2.915 -0.143 2.263
O 4.454 -1.329 0.937
H 2.020 5.071 0.998
H 2.189 3.313 1.069
H 3.621 4.330 1.349
H 1.972 2.049 -0.565
H 3.531 1.397 -0.130
H 1.941 1.238 -2.752
H 3.694 1.067 -2.812
H 3.790 -0.869 -1.469
H 2.558 -1.136 -2.692
H 1.337 0.078 0.024
H 0.398 -1.587 -2.387
H 0.073 -2.584 -0.987
H -0.587 0.345 -0.843
H -1.451 -2.185 0.488
H -2.896 -1.339 -0.060
H -1.688 -0.526 0.983
H -3.743 -0.582 -1.834
H -3.263 0.240 -3.309
H -1.506 2.223 -2.937
H -1.281 4.388 -1.824
H -2.575 4.833 0.299
H -4.070 3.051 1.214
H -4.281 0.820 0.063
H 0.634 -3.105 1.183
H 1.710 -2.505 2.481
H 0.600 -1.386 1.690
H 2.725 -0.579 3.251
H 2.011 0.422 1.988
H 3.723 0.596 2.335
C 5.253 6.353 3.524
O 4.735 5.078 3.160
H 4.434 6.948 3.922
H 6.025 6.249 4.292
H 5.672 6.861 2.652
H 5.466 4.560 2.811
C -5.846 -2.472 -0.391
O -5.590 -1.854 -1.648
H -5.337 -1.897 0.382
H -6.918 -2.481 -0.187
H -5.462 -3.496 -0.388
H -6.043 -2.370 -2.320
C -4.401 0.829 3.220
O -5.172 0.504 2.067
H -3.799 -0.039 3.476
H -3.739 1.672 3.014
H -5.056 1.072 4.062
H -5.702 1.275 1.845
C 6.760 2.092 -1.084
O 6.718 2.954 -2.215
H 7.689 1.527 -1.118
H 6.728 2.677 -0.159
H 5.917 1.397 -1.109
H 5.885 3.437 -2.167
C 6.247 -4.151 0.092
O 6.163 -3.250 -0.997
H 7.184 -4.702 0.019
H 6.227 -3.601 1.037
H 5.412 -4.858 0.063
H 5.327 -2.773 -0.900
C -9.842 -4.308 -0.394
O -8.621 -4.449 -1.113
H -10.206 -3.295 -0.546
H -10.589 -5.016 -0.763
H -9.679 -4.472 0.675
H -8.305 -5.345 -0.972
C -1.626 -5.189 -0.775
O -1.722 -4.552 0.495
H -0.657 -4.943 -1.202
H -1.706 -6.275 -0.666
H -2.412 -4.828 -1.444
H -2.581 -4.771 0.864
*
```

# 2
Density functional theory data (wB97M-V/def2-TZVPD) for a 2-piece molecular cluster, ClO2PS overall.

Summary:
M ... 130.492 g/mol
Energy above the lowest of the compared OMol25 structures with the same formula, charge and spin ... 0.00 kcal per mole
Largest force on an atom ... 0.6 eV/Å
LUMO (alpha / beta) ... -1.1603 / -1.3941 eV
<S²> ... 2.008
HOMO level (alpha / beta) ... -9.823 / -11.023 eV
Frontier orbital gap (alpha / beta) ... 8.66 / 9.63 eV

ORCA input file:
```
! RIJCOSX wB97M-V def2-TZVPD def2/J DEFGRID3
* xyz 0 3
O 3.787 1.411 -1.455
O -1.795 -2.484 -0.411
P -1.553 -1.565 0.702
S 3.676 1.043 -0.026
Cl -3.140 -0.280 0.664
*
```

# 3
Density functional theory data (wB97M-V/def2-TZVPD) for C14H27ClIN2O2P2Tc as an isolated structure at a distorted geometry.

Summary:
M ... 577.687 g/mol
Largest force on an atom ... 6.0 eV/Å
LUMO (alpha / beta) ... -13.1794 / -13.1995 eV
<S²> ... 3.786
HOMO level (alpha / beta) ... -17.823 / -17.794 eV
Frontier orbital gap (alpha / beta) ... 4.64 / 4.59 eV

ORCA input file:
```
! RIJCOSX wB97M-V def2-TZVPD def2/J DEFGRID3
* xyz 3 4
C 4.239 1.430 -5.690
C 3.596 0.270 -4.985
H 4.811 1.067 -6.555
H 4.919 1.953 -5.010
H 3.473 2.129 -6.042
O 3.631 -0.905 -5.238
I 2.408 0.916 -3.200
Tc 0.278 0.570 -0.255
P -1.394 0.362 -1.745
C -2.479 -1.129 -1.747
C -2.650 1.641 -1.293
H -3.382 1.729 -2.101
H -1.976 0.938 -4.041
H -2.169 2.610 -1.115
H -0.279 1.396 -3.653
H -2.818 -1.359 -0.726
H -3.167 1.339 -0.374
C -1.059 0.629 -3.521
H -3.362 -0.974 -2.386
H -0.680 -0.312 -3.946
H -1.901 -1.981 -2.129
P 2.160 -0.070 0.787
C 2.170 -1.721 1.601
C 3.751 0.001 -0.104
H 2.285 2.068 1.991
H 3.447 0.863 2.633
H 1.713 0.758 3.050
C 2.430 1.015 2.259
H 3.759 0.859 -0.798
H 4.582 0.093 0.608
H 3.036 -1.830 2.271
H 2.212 -2.491 0.819
H 3.856 -0.917 -0.700
H 1.247 -1.855 2.184
Cl 0.342 2.859 0.093
N -3.966 -2.187 4.899
C -3.484 -0.923 4.711
O -3.744 0.001 5.480
C -2.609 -0.706 3.517
C -2.153 -1.682 2.607
C -1.302 -1.304 1.563
N -0.947 -0.002 1.352
C -1.413 0.939 2.208
C -2.189 0.612 3.309
H -4.576 -2.371 5.682
H -3.756 -2.922 4.255
H -2.410 -2.747 2.667
H -0.903 -2.048 0.864
H -1.122 1.957 1.967
H -2.455 1.429 3.976
*
```

# 4
Density functional theory data (wB97M-V/def2-TZVPD) for C32H51As4OPTi as an isolated structure.

Summary:
M ... 830.288 g/mol
Energy above the lowest of the compared OMol25 structures with the same formula, charge and spin ... 5.16 kcal per mole
Largest force on an atom ... 0.2 eV/Å
LUMO ... -13.0042 eV
HOMO level ... -17.105 eV
Frontier orbital gap ... 4.10 eV

ORCA input file:
```
! RIJCOSX wB97M-V def2-TZVPD def2/J DEFGRID3
* xyz 4 1
Ti -0.512 0.660 0.685
C 2.614 -1.985 0.498
As 1.956 -0.200 0.155
C 2.159 -0.017 -1.766
C 3.214 1.143 0.815
C 3.452 1.288 2.326
C 4.541 2.358 2.512
C 2.208 1.848 3.042
As 0.519 0.863 3.082
C 0.625 -0.868 3.943
C -0.531 1.906 4.326
C 3.885 -0.027 2.977
As 5.577 -1.072 2.582
C 6.201 -0.435 0.825
C 6.843 -0.083 3.690
H 2.151 -2.437 1.371
H 3.691 -1.930 0.659
H 2.418 -2.591 -0.384
H 3.193 -0.258 -2.017
H 1.948 1.005 -2.074
H 1.501 -0.709 -2.291
H 2.871 2.086 0.378
H 4.154 0.881 0.321
H 4.235 3.320 2.097
H 5.465 2.057 2.022
H 4.760 2.498 3.572
H 1.930 2.825 2.633
H 2.436 1.999 4.101
H 1.322 -0.793 4.777
H 0.959 -1.642 3.257
H -0.369 -1.108 4.320
H 0.020 1.925 5.267
H -1.500 1.436 4.475
H -0.659 2.926 3.967
H 3.084 -0.767 2.864
H 3.976 0.137 4.056
H 5.607 -0.824 -0.003
H 7.196 -0.872 0.714
H 6.313 0.644 0.733
H 6.557 -0.168 4.738
H 6.939 0.965 3.413
H 7.814 -0.565 3.577
C -2.627 3.839 -1.188
As -0.740 3.767 -0.978
C -0.050 5.157 0.121
C 0.195 3.598 -2.625
O -0.427 2.252 -0.078
H -2.864 4.730 -1.775
H -3.093 3.921 -0.207
H -2.970 2.951 -1.717
H -0.216 6.101 -0.402
H 1.019 5.011 0.264
H -0.579 5.174 1.072
H -0.001 4.500 -3.209
H -0.173 2.730 -3.170
H 1.264 3.527 -2.432
C -5.899 -0.159 -2.699
C -4.946 -1.164 -2.580
C -4.017 -1.128 -1.552
C -4.045 -0.068 -0.645
C -5.015 0.937 -0.751
C -5.940 0.886 -1.781
P -2.956 0.058 0.769
C -1.992 -1.443 0.945
C -1.110 -1.640 -0.143
C -0.401 -2.833 -0.276
C -0.508 -3.794 0.718
C -1.306 -3.563 1.843
C -2.045 -2.398 1.967
C -3.816 0.537 2.248
C -3.586 1.796 2.811
C -4.334 2.206 3.904
C -5.308 1.364 4.427
C -5.550 0.116 3.859
C -4.816 -0.299 2.761
H -6.630 -0.204 -3.495
H -4.944 -1.991 -3.276
H -3.314 -1.945 -1.448
H -5.087 1.718 -0.001
H -6.709 1.643 -1.855
H -1.169 -0.958 -1.010
H 0.191 -3.021 -1.163
H 0.020 -4.734 0.620
H -1.381 -4.326 2.608
H -2.701 -2.252 2.816
H -2.838 2.459 2.385
H -4.173 3.182 4.342
H -5.896 1.687 5.277
H -6.323 -0.523 4.265
H -5.038 -1.253 2.295
*
```